1.
12
Properties=species:S:1:pos:R:3:forces:R:3 method="wB97M-V/def2-TZVPD" homo_lumo_gap_ev=11.50 de_lowest_kj_mol=702.2
C 1.6548 -1.0401 -0.0460 0.1055 -0.7732 0.0309
C 1.0766 -2.0912 -0.0121 0.8077 0.1427 -0.0108
H 2.2492 -0.1601 -0.0677 -0.2388 -0.0496 -0.0122
H 0.7227 -3.0950 0.0253 -0.2067 0.1212 -0.0183
C -1.7316 -0.9133 0.1005 -0.7263 0.3003 0.0210
C -2.3471 0.1170 0.1040 -0.2755 -0.7675 0.0356
H -1.2748 -1.8722 0.1010 0.0859 0.2269 -0.0056
H -3.0297 0.9346 0.1163 0.2049 0.1019 -0.0089
C 0.0730 1.9522 -0.0601 0.6188 0.4838 -0.0497
C 1.2726 1.9761 -0.0855 -0.5228 0.6222 -0.0294
H -0.9862 2.0290 -0.0501 0.1579 -0.1817 0.0162
H 2.3204 2.1629 -0.1257 -0.0105 -0.2270 0.0310



2.
67
Properties=species:S:1:pos:R:3:forces:R:3 method="wB97M-V/def2-TZVPD" homo_lumo_gap_ev="5.89 / 5.95" charge=+4 de_lowest_kj_mol=35.0
Pd 0.9048 -0.5117 0.5498 -0.1672 0.4474 -0.0492
C 0.2799 3.0921 1.2644 0.0409 0.0237 -0.1545
C 1.1864 1.9148 1.2200 -0.0322 0.0378 0.2948
C 1.4261 1.1496 2.3516 0.2511 0.1310 0.0866
C 2.3586 0.0791 2.3122 -0.1189 -0.0646 -0.0351
C 2.6516 -0.7226 3.5225 -0.0110 -0.0224 -0.0090
C 3.0827 -0.1917 1.0944 0.1076 0.0274 0.0247
C 2.9280 0.6009 -0.0514 0.3225 -0.0142 0.1220
C 3.8086 0.4308 -1.2473 -0.0458 0.0502 -0.0220
C 1.8925 1.5608 0.0047 -0.1891 -0.2621 -0.1492
H -0.1322 3.3439 0.2885 -0.0181 -0.0137 0.0038
H 0.8748 3.9555 1.5903 0.0002 0.0064 -0.0174
H -0.5171 2.9635 1.9943 0.0147 0.0076 0.0146
H 0.9376 1.3899 3.2886 -0.0380 -0.0342 -0.0092
H 1.8626 -0.6662 4.2691 0.0021 -0.0003 0.0024
H 3.5587 -0.2921 3.9735 -0.0027 0.0032 0.0017
H 2.8970 -1.7591 3.2891 0.0129 0.0038 -0.0002
H 3.8270 -0.9812 1.0982 -0.0731 -0.0691 0.0335
H 3.3707 0.8638 -2.1451 -0.0045 -0.0108 -0.0035
H 4.0629 -0.6145 -1.4194 0.0069 -0.0001 0.0055
H 4.7483 0.9591 -1.0583 -0.0040 0.0143 -0.0063
H 1.7160 2.1682 -0.8781 -0.1763 -0.1030 -0.0348
O -0.9825 -1.0651 -0.6371 0.0618 -0.1807 0.2087
S -0.9859 -1.7021 -2.1110 -0.0094 0.0888 -0.2046
C -0.7184 -0.3602 -3.2737 -0.0083 -0.0038 0.0024
C -0.0729 -1.1024 -4.4460 -0.0188 0.0231 -0.0022
C 0.9607 -2.1074 -3.8873 -0.0064 -0.0319 0.0088
C 0.6550 -2.3925 -2.3992 0.0029 0.0111 0.0117
H -0.0513 0.3567 -2.7869 0.0205 -0.0152 -0.0014
H -1.6710 0.1101 -3.5100 0.0069 0.0172 0.0043
H 0.3848 -0.3778 -5.1172 0.0003 -0.0078 -0.0102
H -0.8401 -1.6169 -5.0247 -0.0020 -0.0127 0.0114
H 1.9732 -1.7156 -3.9617 -0.0015 0.0086 0.0036
H 0.9371 -3.0338 -4.4551 0.0088 0.0043 -0.0093
H 1.3251 -1.8537 -1.7189 -0.0012 0.0099 -0.0030
H 0.6458 -3.4481 -2.1346 0.0042 -0.0003 0.0030
C -5.8979 -4.2464 -0.8508 0.3149 -0.0161 0.1491
C -6.1630 -2.9242 -0.3524 -0.9993 -0.2110 -0.2927
C -6.7899 -2.6471 0.9121 0.2497 0.0286 0.1390
Sb -2.7622 -1.6643 0.5958 0.2147 0.1806 0.1700
C -1.6134 -3.1200 1.7149 0.1120 -0.0499 -0.1986
C -0.2547 -2.6357 2.1952 -0.3212 0.2917 0.1277
C -2.4499 -3.6975 2.8658 0.0095 -0.0180 -0.0122
C -2.5479 0.1554 1.7315 -0.0714 -0.5122 -0.2865
C -3.0729 1.3076 0.8817 0.1584 0.1786 0.0920
C -3.3170 -0.0294 3.0402 0.0990 0.2272 0.1370
H -6.8981 -4.4985 -1.2824 0.0239 0.0182 -0.0505
H -5.6962 -4.9992 -0.0905 -0.0772 -0.0169 0.0024
H -5.2154 -4.2829 -1.6978 -0.0405 0.0054 -0.0330
H -6.1198 -2.1045 -1.0709 0.1615 0.0185 0.0398
H -6.5702 -3.3557 1.7098 -0.0632 -0.0444 -0.0249
H -7.8590 -2.8292 0.6356 -0.0012 0.0481 0.0008
H -6.7617 -1.6041 1.2212 -0.0148 0.0028 -0.0128
H -1.4718 -3.9091 0.9699 0.0516 -0.0167 0.0298
H -0.3429 -1.9523 3.0404 0.0361 -0.0153 0.0148
H 0.2280 -2.0768 1.3487 0.3527 -0.2347 -0.1351
H 0.4326 -3.4423 2.4499 -0.0109 -0.0231 -0.0384
H -2.5778 -2.9905 3.6839 -0.0063 0.0014 -0.0019
H -1.9459 -4.5764 3.2710 -0.0129 -0.0069 -0.0003
H -3.4374 -4.0294 2.5373 0.0018 0.0081 -0.0055
H -1.4672 0.2254 1.9048 -0.0296 0.1697 0.1328
H -4.1602 1.2688 0.8017 0.0090 -0.0334 -0.0637
H -2.6499 1.3245 -0.1260 -0.0054 0.0103 -0.0006
H -2.8351 2.2661 1.3481 -0.0414 -0.0078 0.0310
H -4.3946 -0.0214 2.8648 0.0050 -0.0840 0.0044
H -3.1167 0.8061 3.7147 -0.0252 0.0362 -0.0361
H -3.0486 -0.9350 3.5832 -0.0147 -0.0037 -0.0005



3.
135
Properties=species:S:1:pos:R:3:forces:R:3 method="wB97M-V/def2-TZVPD" homo_lumo_gap_ev=8.51
C 2.6600 -3.5688 3.2964 -0.1006 0.4533 0.5923
C 3.1426 -2.3107 4.1000 -0.4445 -0.8122 0.2309
O 4.5634 -2.1229 4.0269 -0.8593 0.2842 -0.7351
C 4.9086 -1.5190 2.7814 0.9336 0.2532 -0.1766
C 5.0032 0.0360 2.8639 -0.0244 -0.3108 0.3322
O 3.7677 0.6832 2.5585 0.8103 0.3500 -0.2714
C 3.9808 1.8704 1.7843 -1.3837 -0.3216 -1.0844
C 2.5414 2.2867 1.3064 0.9111 -0.6864 1.7029
O 2.0077 1.1321 0.6696 -0.4790 0.7299 -0.4004
C 0.9614 1.4647 -0.2603 -0.2860 -0.5553 -0.9997
Si -0.1189 -0.1291 -0.3358 -0.0391 0.9414 1.0329
Cl -1.5981 -0.0675 -1.8427 0.5524 0.0533 0.5105
C -0.8172 -0.3525 1.4387 0.1027 0.3425 -0.1167
O -2.0629 0.3200 1.6688 -0.0285 -0.9668 -0.0071
C -2.8605 -0.3682 2.6219 -0.2579 0.5209 1.1441
C -2.1852 -0.5089 4.0303 -1.0101 -1.0261 -0.1272
O -2.1004 0.7078 4.7521 0.5553 -0.3125 -0.7818
C -0.9329 1.4517 4.4091 1.1273 1.2689 1.3563
C 0.3878 0.8334 5.0139 -0.8577 -0.6571 -1.5763
B 1.1937 -1.6004 -0.5837 0.5352 -0.7213 -0.1434
O 1.2020 -2.6755 0.3623 0.8267 1.1760 -1.1407
N 2.1151 -1.4764 -1.7370 0.1144 -0.3561 0.1794
C 3.5146 -1.2884 -1.2923 0.5450 -0.8521 0.2222
C 1.9809 -2.6599 -2.6307 -0.9590 -0.4657 0.5967
H 2.7515 -3.4106 2.1995 -0.1431 -0.3726 0.7491
H 3.2158 -4.4855 3.5967 -0.1561 0.7541 -0.2513
H 1.6000 -3.7503 3.6015 0.6271 0.1687 -0.5805
H 2.5912 -1.3940 3.7772 0.4519 -0.5289 0.1006
H 2.8860 -2.4848 5.1658 0.3271 0.2053 -0.5348
H 5.9315 -1.8825 2.5186 -0.6498 0.1849 0.3053
H 4.2457 -1.8703 1.9530 0.3146 0.5153 0.5624
H 5.2764 0.3262 3.9112 0.1111 -0.3775 -0.7212
H 5.8049 0.3841 2.1683 -0.5284 -0.2372 0.4057
H 4.5430 1.5922 0.8569 -0.0782 0.3735 0.7165
H 4.4898 2.6728 2.3610 -0.2563 -0.3854 -0.2933
H 2.5492 3.1953 0.6704 -0.0046 -0.5842 0.2450
H 1.9560 2.4285 2.2546 0.2408 0.4135 -0.7926
H 0.3752 2.3668 0.0312 0.5150 -0.4754 -0.1948
H 1.4302 1.5634 -1.2678 -0.4435 0.4397 0.6838
H -0.8605 -1.4487 1.6507 -0.1935 0.6713 -0.0229
H -0.0536 0.1103 2.1271 -0.2776 -0.6304 -0.5725
H -3.1965 -1.3766 2.2822 0.4772 0.4444 -0.0385
H -3.7832 0.2465 2.7556 0.6799 -0.3779 -0.1032
H -2.8624 -1.1778 4.6216 0.4339 0.4990 -0.3752
H -1.2136 -1.0607 3.9827 -0.5906 0.5887 -0.0726
H -1.0421 2.4419 4.9141 -0.1541 -0.7114 -0.4123
H -0.8395 1.6757 3.3227 -0.1623 -0.4752 0.5922
H 0.5996 -0.0981 4.4284 0.0674 0.5220 0.6649
H 0.2576 0.5735 6.0820 0.1886 0.3879 -0.5968
H 1.2257 1.5221 4.8085 -0.4336 -0.3797 0.3590
H 1.4442 -2.2612 1.2031 -0.4773 -0.2672 0.2586
H 3.5871 -0.8072 -0.2906 -0.1855 -0.1710 -0.6530
H 4.1307 -0.6964 -2.0039 -0.6375 -0.2233 0.2997
H 3.9814 -2.3111 -1.2207 -0.0815 0.8464 0.2038
H 1.7658 -3.5510 -1.9746 0.2392 0.3462 -0.7466
H 2.9125 -2.8981 -3.1821 -0.6138 0.5004 0.1244
H 1.0893 -2.5143 -3.2965 1.1274 -0.2209 0.3878
C -4.3908 -0.0236 7.8423 0.4102 -0.1347 -0.1205
C -5.2770 -1.2163 7.5673 0.4070 0.8651 0.1053
C -6.1249 -1.6418 8.7332 -0.4523 0.0745 0.1305
O -6.3269 -3.0314 8.4639 0.1996 -0.0042 -0.0986
C -5.2560 -3.4515 7.7397 0.1475 -0.3217 -0.0709
O -5.0115 -4.5884 7.5000 -0.0288 0.0370 0.0150
O -4.5012 -2.3978 7.3311 -0.3420 -0.2631 0.0884
H -3.6856 0.1255 7.0218 -0.1238 0.0930 -0.0428
H -4.9839 0.8839 7.9636 -0.0389 -0.0595 -0.0435
H -3.7951 -0.1748 8.7451 -0.1133 -0.0558 0.0249
H -5.8853 -1.0328 6.6753 -0.0609 -0.0746 0.0666
H -7.0763 -1.1132 8.7788 -0.0477 -0.2110 -0.0202
H -5.6154 -1.5471 9.6964 0.1024 0.0886 -0.1057
C 1.4622 3.6202 -6.5940 0.3416 -0.0448 0.0660
C 1.4380 2.9496 -5.2406 -0.1361 0.3158 -0.9151
C 0.9799 3.8382 -4.1183 -0.4616 0.0672 0.1882
O 1.6254 3.2470 -2.9871 0.2329 0.0011 -0.1752
C 2.7501 2.6393 -3.4505 0.3044 -0.1489 0.0090
O 3.6123 2.2062 -2.7549 -0.0519 0.0453 0.0681
O 2.7597 2.5989 -4.8062 -0.0876 -0.0175 0.5602
H 1.9601 2.9821 -7.3261 -0.1714 -0.0685 0.0081
H 0.4528 3.8322 -6.9435 0.1959 -0.1618 0.2025
H 2.0249 4.5573 -6.5588 -0.0344 -0.0061 0.1302
H 0.8480 2.0289 -5.2898 0.0009 0.0437 0.1072
H -0.1022 3.8351 -3.9927 0.0831 -0.0888 0.1895
H 1.3269 4.8715 -4.2127 0.0446 -0.0665 -0.1469
C -4.7869 -1.7471 -1.5685 -0.2892 0.3180 0.0415
C -5.4075 -2.5453 -2.6907 0.4158 0.2894 0.7843
C -4.4792 -2.8135 -3.8426 0.3098 -0.3180 -0.1218
O -5.3944 -2.9672 -4.9315 -0.1747 0.1212 0.1041
C -6.4983 -2.2360 -4.6243 -0.2486 0.1408 -0.1947
O -7.3780 -1.9956 -5.3850 0.0356 -0.0271 0.0153
O -6.4587 -1.8139 -3.3330 0.0325 -0.2558 -0.3769
H -5.5486 -1.4427 -0.8485 0.0188 -0.1522 0.0209
H -4.0265 -2.3321 -1.0495 -0.0135 -0.0093 -0.0571
H -4.3269 -0.8326 -1.9440 0.0312 -0.1007 -0.0534
H -5.8385 -3.4726 -2.2979 0.0196 -0.0257 -0.1216
H -3.8843 -3.7160 -3.7047 -0.0823 -0.0123 -0.1635
H -3.8122 -1.9762 -4.0661 -0.0374 0.0168 0.1589
C 5.2098 3.7135 8.0800 -0.2313 -0.0458 0.3071
C 4.3073 3.4361 6.8998 0.6855 0.0541 0.5960
C 4.1648 4.5880 5.9442 0.2262 0.1266 -0.4129
O 2.8820 4.3377 5.3656 -0.0630 -0.1206 0.1677
C 2.1618 3.6484 6.2896 -0.3430 -0.0090 0.1098
O 0.9973 3.4330 6.2085 0.0611 0.2361 0.0802
O 2.9510 3.2405 7.3171 -0.1487 0.0926 -0.4048
H 5.1354 2.9093 8.8133 0.0868 -0.0427 -0.1110
H 6.2494 3.8044 7.7624 -0.0472 -0.0360 -0.0491
H 4.9175 4.6336 8.5902 -0.0116 0.0150 -0.1117
H 4.6327 2.5260 6.3848 -0.0575 0.0631 -0.0842
H 4.9399 4.6004 5.1788 -0.1869 -0.0169 -0.1054
H 4.1356 5.5621 6.4409 0.0522 -0.1020 0.1199
C -1.7867 -7.5722 -3.0992 0.1286 0.1888 0.3120
C -1.8099 -6.4986 -4.1630 -0.1478 -0.7255 0.5570
C -0.9417 -6.7882 -5.3554 -0.0765 -0.2060 -0.4507
O -0.6414 -5.4741 -5.8315 -0.0162 0.0866 0.2637
C -0.7014 -4.6438 -4.7591 0.1624 0.3041 -0.0382
O -0.3314 -3.5152 -4.7612 -0.1304 -0.0746 -0.0601
O -1.2366 -5.2768 -3.6814 0.0229 0.1656 -0.3610
H -2.2957 -7.2268 -2.1981 -0.0948 -0.0460 -0.0933
H -2.2756 -8.4809 -3.4524 -0.0176 0.0662 -0.0396
H -0.7626 -7.8153 -2.8090 -0.0039 0.0210 -0.1085
H -2.8428 -6.2885 -4.4610 0.0657 0.0177 -0.1063
H -1.4546 -7.3701 -6.1201 0.0569 0.1930 -0.0954
H -0.0022 -7.2848 -5.0967 -0.0911 -0.0133 0.1452
C -0.6730 6.1170 -11.8902 0.0953 -0.2707 -0.2465
C -1.1423 5.3664 -10.6652 0.1315 0.5643 -0.6959
C -0.3327 5.6340 -9.4270 -0.0370 0.3587 0.4077
O -0.5269 4.4315 -8.6766 -0.2610 0.0896 -0.5411
C -0.7670 3.4420 -9.5805 -0.0337 -0.4857 -0.0940
O -0.7919 2.2863 -9.3151 0.0357 0.0612 0.0745
O -0.9670 3.9540 -10.8225 0.0147 -0.0338 0.4650
H -1.1881 5.7528 -12.7801 -0.0876 0.0883 0.0752
H -0.8616 7.1864 -11.7879 -0.0401 -0.0465 0.0459
H 0.3949 5.9642 -12.0593 -0.0193 0.0081 0.1098
H -2.2077 5.5541 -10.4960 0.0506 -0.0211 0.1085
H -0.6881 6.5000 -8.8699 -0.0168 -0.1665 0.1331
H 0.7373 5.7492 -9.6236 -0.0683 0.0009 -0.1611



| no. | strongest force on any atom (Eh/bohr) |
| --- | --- |
| 1 | 0.0160 |
| 2 | 0.0207 |
| 3 | 0.0423 |